{
  "formula": "C6H7ClN2",
  "method": "ωB97M-V with the def2-TZVPD basis set",
  "e_lumo_ev": 0.820,
  "homo_ha": -0.32546,
  "charge": 0,
  "gap_ev": 9.68,
  "relative_energy_kcal_mol": 0.0,
  "elements": ["C", "N", "C", "H", "C", "C", "N", "H", "H", "H", "H", "C", "Cl", "H", "C", "H"],
  "xyz": [[-0.26328, -1.24515, 0.51164], [-0.59973, 0.14618, 0.42064], [0.21717, 0.83931, -0.41813], [0.08863, -1.68187, 1.53674], [-1.71426, 0.91915, 0.72888], [-1.42138, 2.11772, 0.06524], [-0.19962, 2.07252, -0.58854], [1.76259, 0.36747, -1.72119], [-1.00462, -1.97327, 0.21945], [0.54245, -1.96769, -1.21683], [-2.11592, 2.89102, 0.15846], [1.49186, 0.05284, -0.78228], [2.81404, 0.39810, 0.37670], [-2.44540, 0.38033, 1.27863], [0.98494, -1.34804, -0.48142], [1.86253, -1.96862, -0.08799]]
}

***

{
  "formula": "C6H7ClNOS",
  "method": "ωB97M-V with the def2-TZVPD basis set",
  "e_lumo_ev": [-5.991, -5.991],
  "homo_ha": [-0.48660, -0.48658],
  "charge": 1,
  "gap_ev": [7.25, 7.25],
  "relative_energy_kcal_mol": 0.0,
  "elements": ["N", "C", "H", "H", "C", "H", "S", "H", "H", "Cl", "C", "C", "C", "O", "H", "H", "C"],
  "xyz": [[0.15724, -1.92819, 0.32117], [1.44311, 1.37034, -0.71552], [0.06162, -2.20740, -0.69151], [0.31439, -0.35266, 1.68608], [0.21475, 2.11051, -0.82286], [2.31918, 1.71491, -1.18337], [-2.41495, -0.63765, 0.37768], [2.46721, -0.26253, 0.20356], [-1.89982, 2.03105, -0.86364], [0.35726, 3.56167, -1.54051], [0.25959, -0.47796, 0.51797], [-0.98140, 1.44949, -0.51026], [1.45287, 0.17627, -0.10573], [-2.02360, -1.81124, 1.38539], [0.77342, -2.50133, 0.90416], [-1.45066, -2.44207, 0.95932], [-1.05021, 0.20680, 0.07808]]
}

***

{
  "formula": "C6H7ClO",
  "method": "ωB97M-V with the def2-TZVPD basis set",
  "e_lumo_ev": 0.799,
  "homo_ha": -0.29650,
  "charge": 0,
  "gap_ev": 8.87,
  "relative_energy_kcal_mol": 34.5,
  "elements": ["H", "C", "H", "O", "C", "Cl", "C", "H", "H", "H", "H", "C", "C", "C", "H"],
  "xyz": [[-0.62547, 2.77648, 0.05851], [-0.79473, -0.73289, 0.01009], [-0.87209, 1.76333, -1.37369], [1.04579, 0.82494, 0.13354], [1.44676, -1.52611, -0.05120], [-2.53216, -0.88721, 0.08778], [-1.06637, 1.80968, -0.27087], [2.17593, -2.28850, -0.00870], [-2.16819, 1.88596, -0.10680], [-0.52899, 0.71763, 1.46285], [2.88653, -0.10448, 0.06197], [1.80932, -0.27133, 0.04915], [0.02092, -1.79687, -0.16467], [-0.37209, 0.61542, 0.37463], [-0.42517, -2.78602, -0.26259]]
}